Entry a
The following is a quantum chemistry calculation of the molecule C5H7NS, from the OMol25 dataset.

Cartesian coordinates (Å):
C (-1.47195, -0.20303, -0.92184)
C (-0.45961, -1.22180, -1.01913)
C (-1.25327, 0.91042, -0.21837)
C (0.63188, -1.16089, -0.23788)
C (0.08910, 1.23820, 0.32866)
N (0.97188, -0.07460, 0.52220)
S (1.64720, -0.33161, 2.05597)
H (-2.44117, -0.39788, -1.35663)
H (-0.61293, -2.08124, -1.64906)
H (-2.03303, 1.63396, -0.03126)
H (1.32828, -1.98241, -0.15651)
H (0.67049, 1.85301, -0.36551)
H (0.03571, 1.73193, 1.29806)
H (2.89742, 0.08596, 1.75130)

Computed properties:
- HOMO energy (Ha) = -0.2803
- HOMO-LUMO gap (eV) = 8.431
- SMILES = SN1C=CC=CC1


Entry b
The following is a quantum chemistry calculation of a cluster of 2 separate species, C5H7NS in total, from the OMol25 dataset.

Cartesian coordinates (Å):
C (0.19742, -0.43431, -0.07622)
C (-0.40765, -0.08928, 1.18384)
C (-1.44459, 2.56323, -1.24591)
C (-0.53650, -0.56077, -1.23753)
C (0.21916, 0.01088, 2.32892)
N (-0.85571, 2.09994, -2.18193)
S (-1.62504, 3.51163, -0.01270)
H (1.27949, -0.57713, -0.11210)
H (-0.09845, -0.44727, -2.16007)
H (-1.65142, -0.61593, -1.18750)
H (1.31265, -0.25113, 2.26623)
H (-0.31089, 0.33871, 3.10461)
H (-0.71258, 1.17945, -2.51039)
H (-1.39701, 0.21373, 1.08193)

Computed properties:
- HOMO energy (Ha) = -0.3277
- HOMO-LUMO gap (eV) = 9.303
- SMILES = C=CC=C.N=C=S


Entry c
The following is a quantum chemistry calculation of a structure of composition C5H7NS, from the OMol25 dataset.

Cartesian coordinates (Å):
C (-1.11929, -1.42295, -0.60911)
C (-0.33435, -0.32151, 0.09409)
C (0.05040, -0.02813, 1.47449)
C (1.05471, 0.97166, 1.65506)
C (0.15205, 0.82913, -0.50512)
H (-1.33579, -2.06204, 0.17418)
H (-0.82279, -2.05630, -1.53273)
H (-2.03791, -1.11707, -1.02216)
H (-0.35885, -0.64292, 2.26388)
H (1.50639, 1.51848, 2.42786)
H (2.21308, 1.93455, -0.12557)
H (-0.52413, -0.01622, -2.39866)
N (1.04254, 1.54956, 0.34269)
S (0.51394, 0.86376, -2.23890)

Computed properties:
- HOMO energy (Ha) = -0.2846
- HOMO-LUMO gap (eV) = 8.177


entry a is the most stable structure; the next one sits 26.5 kcal/mol above it.


Entry a
The following is a quantum chemistry calculation of a cluster of 2 separate species, C5H13FN in total, from the OMol25 dataset.

Cartesian coordinates (Å):
C (-1.77428, 2.13686, -0.06238)
C (-0.30270, -2.23225, 0.26236)
C (-0.28194, 1.84588, -0.18725)
C (0.48058, -1.11241, -0.39257)
C (0.19968, 0.65288, 0.62082)
N (1.82570, -1.46642, -0.29448)
F (1.55122, 0.68228, 0.95041)
H (-2.58138, 1.43422, -0.17643)
H (-2.06212, 2.78555, 0.69370)
H (-2.03506, 2.69293, -0.98211)
H (-1.30594, -2.27218, -0.12363)
H (-0.53453, -2.01227, 1.30947)
H (0.25636, -3.12873, 0.28877)
H (-0.01037, 1.70262, -1.21864)
H (0.11068, 2.77466, 0.20057)
H (0.18356, -0.75772, -1.39735)
H (-0.36455, 0.58590, 1.47020)
H (2.17700, -0.87489, 0.47185)
H (2.30657, -0.99138, -1.03997)
H (2.16153, -2.44552, -0.39332)

Computed properties:
- HOMO energy (Ha) = -0.5272
- HOMO-LUMO gap (eV) = 10.906
- total charge = +1


Entry b
The following is a quantum chemistry calculation of a cluster of 2 separate species, C5H13FN in total, from the OMol25 dataset.

Cartesian coordinates (Å):
C (2.49081, 0.77169, -0.18655)
C (-1.64089, 0.88048, 1.03910)
C (1.82466, -0.60351, -0.45219)
C (-1.11718, 0.36461, -0.23723)
C (0.74460, -0.69301, 0.46557)
N (-2.07160, -0.70411, -0.75290)
F (0.10671, -1.84744, 0.50314)
H (1.69805, 1.52355, -0.18848)
H (2.92612, 0.67506, 0.77631)
H (3.31598, 0.96444, -0.96729)
H (-1.50680, 0.08681, 1.75822)
H (-2.65404, 1.07069, 0.87068)
H (-1.13545, 1.82364, 1.27797)
H (1.74590, -0.81763, -1.56943)
H (2.46278, -1.46594, -0.15842)
H (-0.88041, 1.15812, -0.99273)
H (0.91784, -0.29007, 1.42130)
H (-2.24166, -0.76644, -1.71591)
H (-3.10195, -0.49295, -0.56350)
H (-1.88347, -1.63797, -0.32765)

Computed properties:
- HOMO energy (Ha) = -0.4862
- HOMO-LUMO gap (eV) = 9.705
- total charge = +1


entry a is the most stable structure; the next one sits 5.1 kcal/mol above it.


Entry a
The following is a quantum chemistry calculation of a structure of composition C5H10N2O2, from the OMol25 dataset.

Cartesian coordinates (Å):
C (-1.55507, 0.95417, -1.13998)
C (-0.37827, -2.19252, 0.44302)
N (-1.01081, -0.36300, -0.99916)
C (1.43184, -0.12181, -0.44464)
C (-0.33159, -0.73243, 0.08405)
N (0.07128, 1.40255, 1.36912)
C (0.43239, 0.09575, 1.07077)
O (1.63355, 1.16057, -0.85065)
O (2.20765, -0.99986, -0.73105)
H (2.39959, 1.17418, -1.44278)
H (0.58022, 1.81494, 2.13871)
H (0.02430, 2.03705, 0.58382)
H (0.78310, -0.48240, 1.92296)
H (-2.18521, 1.24821, -0.29174)
H (-0.78867, 1.73183, -1.27813)
H (-2.17769, 0.95088, -2.03666)
H (0.59634, -2.56975, 0.75646)
H (-0.66865, -2.76752, -0.43082)
H (-1.06431, -2.34083, 1.27673)

Computed properties:
- HOMO energy (Ha) = -0.3021
- HOMO-LUMO gap (eV) = 8.761


Entry b
The following is a quantum chemistry calculation of a structure of composition C5H10N2O2, from the OMol25 dataset.

Cartesian coordinates (Å):
C (0.99074, -2.07460, 0.17835)
C (0.58214, -0.84459, -0.53591)
C (-1.15116, -0.36778, 0.19954)
C (-2.10492, -0.84507, -0.61756)
N (1.00750, -0.33406, -1.56166)
H (0.78393, 0.62836, -1.81547)
H (-1.16988, -0.68274, 1.23977)
H (1.99852, -2.35200, -0.13783)
H (0.96770, -1.89376, 1.25220)
H (0.29713, -2.87940, -0.07028)
H (-2.10975, -0.62948, -1.68125)
H (-2.91178, -1.46438, -0.24145)
N (1.53913, 2.20524, 0.48263)
C (-0.71607, 1.39886, 0.30809)
O (0.61317, 1.20332, 0.96653)
O (-1.51305, 2.14055, 0.90968)
H (2.31394, 2.09725, 1.13573)
H (1.09395, 3.08494, 0.76066)
H (-0.51123, 1.60935, -0.77176)

Computed properties:
- HOMO energy (spin up / spin down) (Ha) = -0.3232 / -0.3232
- HOMO-LUMO gap (spin up / spin down) (eV) = 7.665 / 7.667


Entry c
The following is a quantum chemistry calculation of the molecule C5H10N2O2, from the OMol25 dataset.

Cartesian coordinates (Å):
C (0.80221, -1.35359, 2.22344)
C (0.19902, -0.10842, 0.27045)
C (-0.82027, -1.23098, -1.60683)
C (-1.00207, 1.17277, -1.50258)
C (0.67910, 1.18057, 0.84629)
H (1.34859, -2.35209, 2.33142)
H (-0.08870, -1.31192, 2.92936)
H (1.53834, -0.52520, 2.51970)
H (-1.77345, -1.57220, -1.15317)
H (-0.05272, -1.97789, -1.46157)
H (-0.98401, -1.12435, -2.66920)
H (-2.08626, 1.15614, -1.36105)
H (-0.79186, 1.29705, -2.58912)
H (-0.64678, 2.04521, -0.92960)
H (1.87761, 2.53952, 0.43661)
N (0.24473, -1.23040, 0.87215)
N (-0.28190, -0.00607, -1.03427)
O (1.51087, 1.74157, -0.02970)
O (0.32756, 1.66027, 1.90766)

Computed properties:
- HOMO energy (Ha) = -0.3199
- HOMO-LUMO gap (eV) = 9.389
- SMILES = C/N=C(\C(=O)O)N(C)C


Entry d
The following is a quantum chemistry calculation of the molecule C5H10N2O2, from the OMol25 dataset.

Cartesian coordinates (Å):
C (-0.56541, 1.43968, -0.88343)
C (1.51971, 0.03290, -1.28159)
C (-0.01072, -1.41149, 1.07704)
C (-0.54333, -0.96580, -0.17963)
C (0.14977, 0.14473, -0.68707)
N (0.38841, 0.63973, 2.28864)
N (-1.79234, -1.38475, -0.62237)
O (1.01234, -0.32268, 1.40049)
O (-0.33364, -2.23096, 1.89953)
H (0.27728, 0.10937, 3.15528)
H (1.14149, 1.30709, 2.44484)
H (-2.03822, -1.22982, -1.58787)
H (-2.54469, -1.48039, 0.04811)
H (-0.15141, 2.13211, -0.13504)
H (-0.44613, 1.85506, -1.88441)
H (2.03971, -0.86516, -0.94496)
H (2.13518, 0.91146, -1.07960)
H (1.39416, -0.04413, -2.37062)
H (-1.63214, 1.36304, -0.65734)

Computed properties:
- HOMO energy (spin up / spin down) (Ha) = -0.2745 / -0.2745
- HOMO-LUMO gap (spin up / spin down) (eV) = 7.571 / 7.570
- SMILES = CC(C)=C(N)C(=O)ON


entry c is the most stable structure; the next one sits 45.0 kcal/mol above it.


Entry a
The following is a quantum chemistry calculation of the molecule C6H4Cl2N2, from the OMol25 dataset.

Cartesian coordinates (Å):
C (-0.19032, -2.61136, 0.35582)
C (1.45764, 0.66991, -0.31214)
C (1.04963, -0.66361, -0.31974)
C (0.61821, 1.63427, 0.18549)
C (0.07675, -1.22749, 0.46597)
C (-1.60376, 1.09474, -0.00357)
N (-0.46781, -3.73297, 0.20273)
N (-0.65268, 1.51452, 0.64659)
Cl (-1.59707, 0.87520, -1.78737)
Cl (-3.06646, 0.83905, 0.84241)
H (2.31476, 0.85316, -0.79445)
H (1.50907, -1.24916, -1.08445)
H (0.80626, 2.65304, 0.13571)
H (-0.25421, -0.64930, 1.46701)

Computed properties:
- HOMO energy (spin up / spin down) (Ha) = -0.3271 / -0.3271
- HOMO-LUMO gap (spin up / spin down) (eV) = 8.137 / 8.138
- SMILES = N#C/C=C/C=C\N=C(Cl)Cl


Entry b
The following is a quantum chemistry calculation of the molecule C6H4Cl2N2, from the OMol25 dataset.

Cartesian coordinates (Å):
C (1.47132, 0.54154, 1.45644)
C (-1.98508, -0.51108, 0.26435)
C (0.75088, -0.61741, -0.81161)
C (-0.20633, 0.45859, -1.18796)
C (0.82245, -0.49306, 0.72561)
C (-1.22870, 0.56398, -0.01014)
N (1.93934, 1.44749, 2.00286)
N (-2.62808, -1.39786, 0.63776)
Cl (0.43344, -1.88892, 1.62514)
Cl (-1.56007, 2.08109, 0.59808)
H (0.56152, -1.63372, -1.01882)
H (1.83870, -0.39583, -1.11970)
H (0.35967, 1.41171, -0.91569)
H (-0.56906, 0.43346, -2.24632)

Computed properties:
- HOMO energy (spin up / spin down) (Ha) = -0.3351 / -0.3330
- HOMO-LUMO gap (spin up / spin down) (eV) = 7.640 / 7.467


entry a is the most stable structure; the next one sits 25.3 kcal/mol above it.